(1)
DFT (ωB97M-V/def2-TZVPD) results for a cluster of 5 separate species, C53H73BrN3O4P2 in total.

Structure (XYZ):
```
136
Properties=species:S:1:pos:R:3:forces:R:3
Br -2.6306 1.3410 -0.5974 0.80 0.18 0.34
P -0.8828 5.5806 2.7876 0.62 -0.33 -1.18
P 2.1971 3.2517 3.3620 -0.12 2.02 0.46
O -1.1769 2.5679 4.7684 0.53 0.46 -0.76
O -0.7213 4.6977 4.2474 -0.74 -0.20 -1.45
O 2.4178 2.0091 0.3791 -0.85 -0.72 0.64
O -2.5123 5.6639 2.4856 1.17 0.92 0.79
N -0.3692 7.1517 3.2838 -0.67 -1.36 0.16
N 0.1459 1.7994 0.0189 -0.08 0.22 0.06
N -7.1681 2.5294 2.1884 0.02 0.21 0.31
C 4.7617 -4.7032 7.3542 -0.01 0.00 0.00
C -2.0800 -2.9573 -8.1386 0.00 0.06 0.00
C -0.7645 -6.4080 -8.0521 0.00 -0.01 -0.02
C -7.2624 0.6888 -1.1642 0.21 -0.99 0.58
C 4.3102 0.3945 0.8449 0.07 -0.72 0.28
C -3.2571 -2.1791 -5.7480 0.01 0.04 0.03
C 9.5141 -2.4719 5.0703 -0.05 0.03 -0.01
C -4.0212 -2.2556 -6.9043 -0.01 0.01 0.01
C 1.1540 2.1883 0.8508 0.81 0.37 0.06
C -4.1763 2.6998 -4.1114 0.32 -0.24 0.95
C -0.0070 2.1621 -2.5260 -0.76 -0.83 0.56
C -0.7827 1.2938 -3.5574 0.10 0.44 -0.84
C 0.4171 1.2331 -1.3251 0.05 -0.22 -1.56
C -7.8992 2.6560 4.2983 0.83 0.35 0.72
C -7.1642 0.7793 0.3917 0.05 0.90 -0.70
C 0.2475 -6.6788 -7.1410 0.01 -0.01 -0.02
C 1.0023 -7.8378 -7.2657 -0.01 0.01 0.01
C 7.7353 -0.5120 4.2334 0.02 0.00 -0.05
C 0.7403 -8.7283 -8.2981 0.01 0.00 0.00
C -1.4529 2.4143 1.6928 0.45 -0.10 0.44
C 2.5182 0.5331 4.3093 0.88 0.15 0.94
C -0.2695 -8.4559 -9.2114 -0.01 0.01 0.00
C -2.6810 3.0779 -3.9083 -0.45 0.38 -1.10
C 8.2919 -1.3840 3.3066 -0.04 0.02 0.01
C 2.4367 2.0224 4.7381 -0.98 -1.21 -0.37
C -1.0205 -7.2944 -9.0898 0.02 -0.02 0.01
C 5.4337 -3.1300 5.6651 0.02 0.09 -0.10
C -4.4885 1.1816 -3.9621 -1.07 0.60 -0.33
C 8.9529 -1.6020 5.9979 0.03 -0.04 -0.06
C -1.6625 2.1007 -4.5597 0.42 -0.04 0.30
C -6.5363 3.1556 4.2925 -1.34 -0.81 -1.34
C 4.5290 -0.9967 1.5532 0.20 0.76 0.22
C 4.2480 -3.3563 4.9779 0.00 -0.05 0.13
C 8.0674 -0.6199 5.5767 -0.01 0.09 0.05
C -3.4329 -2.6476 -8.0995 0.01 0.01 0.00
C 4.8759 3.8068 3.6956 -0.27 -0.72 -0.37
C 3.5786 -4.9361 6.6657 0.00 0.01 0.00
C -7.0471 2.2994 0.7624 0.21 -1.70 0.00
C -8.2342 2.2842 3.0188 -0.65 -0.04 0.59
C 0.9341 2.7122 2.1338 -0.32 -0.98 0.19
C 3.3205 -4.2607 5.4805 -0.04 0.04 -0.06
C -1.3133 -2.8721 -6.9832 0.00 0.03 0.01
C -6.1702 3.0305 2.9657 1.61 0.83 0.87
C -0.7896 3.3539 3.9439 -0.38 -0.39 1.37
C 5.6883 -3.7985 6.8542 0.00 -0.01 0.02
C -1.1368 1.9105 0.4493 -0.96 -0.07 0.22
C 3.7921 3.7473 2.5621 1.16 -0.63 0.22
C -1.9028 -2.4851 -5.7874 0.00 0.03 -0.01
C 2.7947 0.6237 0.7558 0.47 -0.22 -0.50
C -5.9411 1.0590 -3.3774 0.65 -0.09 -0.19
C -0.4171 2.8242 2.5467 0.30 0.64 -0.54
C 9.1851 -2.3615 3.7244 -0.01 -0.02 0.06
C -5.9034 0.9803 -1.8356 -0.44 -0.23 -0.53
H 7.0402 0.2545 3.9088 0.02 0.01 0.00
H 0.4485 -5.9859 -6.3324 -0.01 -0.01 -0.01
H 3.2221 0.4451 3.4708 -0.40 -0.27 0.20
H 0.2962 6.9901 4.0423 -0.07 0.48 -0.05
H -6.4938 1.9689 -3.6780 0.05 -0.50 0.04
H 4.7541 0.3608 -0.1628 -0.27 0.22 0.34
H -0.4713 -9.1492 -10.0184 0.01 0.01 0.02
H -4.4822 0.6894 -4.9488 0.22 0.17 0.34
H -6.0234 2.5888 0.4787 -0.58 0.38 0.05
H 4.9304 -0.8090 2.5643 -0.27 -0.21 -0.33
H 4.8582 1.1410 1.4366 -0.45 0.04 -0.32
H 4.4951 4.2502 4.6276 0.27 0.12 -0.37
H 5.7961 4.2979 3.3442 -0.49 0.07 0.20
H -8.0735 1.3205 -1.5639 0.33 -0.10 0.18
H -9.1964 1.8683 2.7200 0.53 0.16 -0.32
H -8.5113 2.5784 5.1954 -0.01 -0.04 -0.49
H -5.5033 1.9427 -1.4689 0.08 -0.41 -0.05
H 0.8568 2.5898 -3.0541 -0.17 0.03 0.53
H -3.7561 0.6484 -3.3272 -0.27 0.28 -0.16
H 7.6335 0.0644 6.2958 0.01 -0.03 0.01
H 2.4070 -0.0467 -0.0336 0.09 0.20 0.35
H 3.7251 4.7308 2.0693 -0.47 -0.39 0.29
H 2.3948 -4.4400 4.9468 0.02 -0.02 0.02
H -0.6269 2.9691 -2.0981 0.24 -0.19 -0.45
H -3.7174 -1.8796 -4.8136 0.00 -0.01 -0.02
H -2.5210 3.2574 -2.8350 0.16 -0.29 -0.35
H 3.5612 -1.5090 1.6703 0.52 -0.20 -0.16
H 1.3244 -9.6354 -8.3917 -0.01 0.02 0.00
H -1.6221 -3.2648 -9.0708 0.00 0.02 0.02
H -0.2566 -3.1089 -7.0151 -0.02 -0.02 -0.02
H -4.0295 -2.7120 -9.0007 0.01 0.00 0.02
H 1.4661 0.9680 -1.4832 -0.26 0.28 0.69
H -2.4941 2.4784 2.0124 0.35 -0.02 -0.18
H 5.1569 2.7621 3.9206 -0.04 0.42 0.11
H 4.9614 -5.2276 8.2803 -0.01 0.01 -0.02
H 4.1819 3.0420 1.8152 -0.34 0.29 0.12
H 0.1138 7.5214 2.4671 0.12 0.18 0.34
H -2.5363 4.0570 -4.4050 -0.04 -0.30 0.44
H -7.8091 2.8181 0.1608 0.32 0.24 0.43
H -5.2156 0.1475 -1.5806 -0.17 0.48 0.16
H -0.9957 2.6727 -5.2279 -0.19 -0.21 0.26
H -1.8066 -7.0806 -9.8035 0.00 -0.01 0.02
H -7.5266 -0.3639 -1.3831 -0.01 0.50 -0.21
H -4.6065 3.0999 -5.0454 0.36 -0.32 0.21
H -5.0759 -2.0107 -6.8745 0.01 -0.03 0.00
H 1.5333 0.0786 4.1223 0.35 0.34 -0.31
H 9.6244 -3.0384 3.0025 -0.01 0.01 0.02
H -1.3060 -2.4220 -4.8849 -0.01 -0.02 -0.01
H -4.7365 3.2101 -3.3005 0.23 -0.10 -0.41
H -6.4276 0.1933 -3.8594 -0.04 0.22 0.56
H -2.7263 6.6159 2.4723 -0.50 -0.29 0.23
H -1.3537 -5.5060 -7.9539 -0.01 -0.04 0.02
H 1.5450 2.1137 5.3883 0.36 0.27 -0.35
H 9.2072 -1.6897 7.0467 0.01 0.01 -0.02
H 2.8570 -5.6442 7.0536 0.01 0.02 -0.01
H 1.7942 -8.0475 -6.5573 -0.02 -0.01 -0.01
H -2.1597 1.3539 -5.2061 0.07 0.42 0.27
H 10.2087 -3.2355 5.3965 -0.02 0.01 -0.01
H -0.1509 0.2895 -1.3914 0.15 0.46 0.19
H -6.2620 0.2277 0.7100 -0.31 0.25 0.06
H 5.2865 -1.6129 1.0466 -0.57 0.10 0.02
H -1.4150 0.5146 -3.1031 0.31 0.34 0.16
H -8.0263 0.3172 0.8951 0.18 0.23 -0.27
H 2.9550 -0.0400 5.1511 -0.21 0.12 -0.42
H 4.0506 -2.8251 4.0538 0.00 -0.04 -0.01
H 6.6109 -3.6147 7.3912 0.00 0.00 -0.03
H 8.0305 -1.3011 2.2584 0.03 0.00 0.01
H 3.2799 2.3100 5.3865 -0.18 0.14 -0.64
H 2.2514 0.3821 1.6809 0.46 0.09 -0.16
H -5.1807 3.3120 2.5969 -0.55 -0.18 -0.40
H 6.1591 -2.4288 5.2703 0.00 -0.06 0.04
H -0.0164 0.7763 -4.1685 -0.40 -0.02 0.34
H -5.9199 3.5382 5.1007 -0.29 -0.17 -0.23
```
Positions in Å, forces in eV/Å.

Calculated values
HOMO level = -9.737 eV
charge = +1

These are the Löwdin partial charges, in e, on atoms 1 to 6: number 1, Br, carries 0.9932; number 2, P, carries 0.8530; number 3, P, carries 1.0665; number 4, O, carries 0.1616; number 5, O, carries -0.1782; number 6, O, carries -0.0401

=====

(2)
DFT (ωB97M-V/def2-TZVPD) results for a structure of composition C10H12BrMnNP.

Structure (XYZ):
```
26
Properties=species:S:1:pos:R:3:forces:R:3
Br -3.8295 2.8805 -0.7771 -0.12 -0.14 -0.28
Mn 0.6464 -0.8529 1.1664 -1.09 -0.45 -1.22
P 2.9644 -0.5826 0.8487 -0.30 0.34 1.01
N -0.3762 0.8797 0.3893 0.95 -1.49 -0.03
C -0.7981 -1.8059 -1.9724 -0.30 -0.03 0.52
C -1.5542 1.1724 -0.2405 -1.43 1.74 -0.08
C -0.1810 3.1348 1.1564 1.30 -1.13 0.21
C 0.8391 -2.6527 -0.5768 -2.15 -1.15 0.19
C -0.4443 -2.5430 0.2044 1.15 0.83 -1.52
C -1.4362 3.4441 0.6109 -0.48 0.60 0.07
C -1.3983 -1.9308 -0.6998 0.97 -1.11 -0.14
C 0.3434 1.8605 0.9947 -0.65 2.09 0.44
C -2.1071 2.4535 -0.1216 1.14 -1.94 0.20
C 0.5331 -2.3104 -1.9164 -0.03 0.51 0.72
H -2.0690 0.3740 -0.7824 0.36 0.43 0.29
H 0.3688 3.8669 1.7408 0.01 0.02 -0.18
H 3.7227 -1.5411 0.1077 0.12 0.65 0.51
H 3.2540 -0.8630 2.2591 0.53 0.28 -1.16
H -2.4211 -1.6901 -0.4305 0.15 -0.01 -0.10
H 3.5473 0.7319 0.5954 0.40 -0.85 0.03
H -1.8912 4.4003 0.7620 -0.13 0.37 0.06
H -1.2669 -1.3355 -2.8512 0.27 -0.36 0.50
H 1.1864 -2.4099 -2.7869 -0.04 0.21 0.42
H 1.3290 1.5684 1.3952 -0.50 0.37 -0.09
H 1.7159 -3.1895 -0.2120 -0.27 0.10 -0.27
H -0.6774 -3.0596 1.1369 0.14 0.10 -0.09
```
Positions in Å, forces in eV/Å.

Calculated values
HOMO level (spin up / spin down) = -1.164 / -1.669 eV
expectation value of S² = 9.158
2S+1 = 6
charge = -1

These are the natural (NBO) partial charges, in e, on atoms 1 to 6: number 1, Br, carries -0.0077; number 2, Mn, carries 0.8576; number 3, P, carries -0.0761; number 4, N, carries -0.7681; number 5, C, carries -0.3258; number 6, C, carries -0.0558

=====

(3)
DFT (ωB97M-V/def2-TZVPD) results for a structure of composition C27H24HfN7O4S6.

Structure (XYZ):
```
69
Properties=species:S:1:pos:R:3:forces:R:3
Hf -0.8595 -0.6657 -0.4798 0.80 -0.35 -2.65
S 0.7466 0.2997 1.4447 0.58 0.33 0.65
S 1.0709 -1.0773 -2.4188 0.10 -0.05 -0.59
S -0.4904 -4.2894 -3.0626 -0.06 0.10 0.04
S -3.3301 -3.4837 0.0800 0.18 0.01 0.28
S -2.0403 -1.7867 -2.4041 -0.10 -0.04 -0.38
S -1.7457 -5.8551 -0.9029 -0.01 0.07 0.03
O 1.3834 -0.7450 0.6409 -0.01 0.14 0.09
O -0.2804 -0.1979 2.3251 0.42 0.48 0.62
O 0.1341 -6.7906 -2.5029 -0.02 0.03 -0.01
O -2.3397 -1.0242 0.7376 -0.94 0.21 0.85
N 3.3144 -0.6355 -3.8220 -0.06 0.07 0.03
N -0.7001 -2.5483 0.4905 -0.07 -0.16 0.80
N -2.1275 -2.6593 2.4205 0.01 0.37 0.18
N -1.9778 1.2162 -1.3970 -0.06 0.10 0.18
N 1.2601 -3.7145 0.4250 -0.05 0.04 0.07
N 2.3590 1.2240 -3.3005 0.15 -0.42 0.03
N 0.0777 1.1365 0.2461 0.21 0.48 0.45
C -0.5573 -5.8554 -2.2166 0.00 -0.01 0.01
C 3.8379 2.5995 3.7763 -0.04 -0.04 0.02
C -2.5481 3.5000 -0.7476 0.09 -0.26 0.05
C -0.7507 2.2526 0.3707 -0.11 0.68 0.08
C -0.2493 -4.0905 2.2542 -0.05 -0.13 -0.02
C 1.3970 2.1902 -2.8235 -0.23 0.17 -0.01
C -3.5062 3.5282 -1.7842 0.02 -0.12 -0.04
C 3.4837 1.5261 -4.0537 0.03 0.11 -0.09
C 3.0947 1.6572 1.6942 0.02 -0.06 -0.11
C -1.6660 -3.4598 -2.0588 -0.26 -0.45 -0.06
C -3.3130 -2.1660 3.1018 -0.03 0.07 -0.15
C 4.0798 0.3668 -4.3808 0.05 -0.01 -0.06
C 2.2585 -0.1190 -3.1564 0.19 0.21 0.23
C -3.6702 2.4279 -2.5796 -0.01 0.13 0.00
C -2.3285 4.5684 0.1497 0.02 0.08 0.07
C -2.8955 1.2836 -2.3430 0.06 -0.07 -0.04
C -1.3836 4.4522 1.1292 -0.09 0.15 0.03
C -1.7847 2.3212 -0.6077 0.08 0.26 0.12
C 4.0375 2.3636 2.4209 0.01 0.03 -0.06
C -1.3486 -3.6262 2.9101 0.07 0.12 -0.06
C -0.5793 3.3038 1.2400 0.04 -0.32 -0.17
C 1.7464 1.4211 3.7001 -0.11 -0.09 0.00
C 2.7006 2.1254 4.4169 0.03 0.02 0.01
C 1.9610 1.1973 2.3487 -0.27 -0.04 -0.14
C 0.1100 -3.4430 1.0444 -0.06 -0.22 -0.25
C -2.2603 -4.1896 -1.0903 0.11 0.18 -0.07
C -1.9864 -2.2890 1.0504 -0.72 -1.80 -0.42
H -4.3914 2.4119 -3.3836 -0.01 0.01 0.01
H 1.8969 3.1354 -2.6229 0.04 -0.04 -0.03
H 4.9296 2.7297 1.9314 0.01 -0.01 0.01
H -1.6311 -4.0102 3.8812 0.01 0.00 0.01
H 4.5790 3.1511 4.3390 0.01 0.00 0.00
H 0.8492 1.0315 4.1633 0.03 0.04 0.05
H 3.4518 -1.6261 -3.9293 0.02 -0.03 0.07
H -3.2452 -1.0856 3.2160 -0.01 -0.02 0.05
H 0.6092 2.3469 -3.5626 0.04 -0.02 0.00
H -4.0973 4.4221 -1.9393 -0.02 0.00 0.02
H 3.7488 2.5408 -4.2911 0.00 -0.01 0.02
H -2.9226 5.4678 0.0549 0.00 0.00 0.00
H 0.1943 3.2518 1.9949 0.01 0.07 -0.01
H 1.5384 -3.1673 -0.3748 0.00 -0.03 -0.05
H 3.2343 1.4405 0.6420 0.03 0.05 0.01
H 1.9347 -4.3147 0.8629 0.03 -0.01 -0.02
H -3.0362 0.4036 -2.9565 -0.02 -0.02 0.04
H 0.9544 1.8202 -1.9086 -0.05 -0.05 0.19
H -1.2230 5.2651 1.8250 -0.03 0.00 -0.01
H -3.3948 -2.6438 4.0736 0.02 0.00 0.01
H 2.5584 2.2979 5.4748 0.00 0.02 0.00
H 4.9711 0.1646 -4.9456 -0.02 0.02 -0.02
H -4.1978 -2.4005 2.5053 -0.02 -0.01 0.07
H 0.3551 -4.8826 2.6648 0.02 0.03 0.03
```
Positions in Å, forces in eV/Å.

Calculated values
HOMO level = -9.686 eV
energy relative to the best compared isomer or geometry (same formula, charge and spin) = 68.5 kcal/mol
charge = +1

These are the natural (NBO) partial charges, in e, on atoms 1 to 6: number 1, Hf, carries 2.0445; number 2, S, carries 2.2670; number 3, S, carries -0.2398; number 4, S, carries 0.3398; number 5, S, carries 0.1231; number 6, S, carries -0.2293

=====

| no. | F_max (Eh/bohr) |
| --- | --- |
| 1 | 0.040 |
| 2 | 0.047 |
| 3 | 0.054 |